{"formula": "C4H10N2O", "method": "ωB97M-V with the def2-TZVPD basis set", "e_tot_ev": -9333.010, "de_lowest_ev": 5.977, "gap_ha": [0.2593, 0.2988], "elements": ["C", "C", "N", "C", "N", "C", "O", "H", "H", "H", "H", "H", "H", "H", "H", "H", "H"], "positions_angstrom": [[0.905, -1.648, 0.226], [1.366, 1.254, -0.237], [-0.427, -1.244, -0.131], [-0.917, -0.060, -0.448], [-2.220, -0.002, -0.960], [-0.011, 0.971, -0.710], [-0.859, 0.185, 1.651], [-0.899, 0.075, 2.616], [-2.727, -0.830, -0.675], [-2.700, 0.840, -0.670], [-0.463, 1.797, -1.254], [0.889, -2.714, 0.453], [1.267, -1.129, 1.116], [1.604, -1.491, -0.602], [1.561, 2.326, -0.256], [2.105, 0.779, -0.893], [1.528, 0.890, 0.776]], "forces_ev_per_a": [[-0.0361, 0.4235, 0.0225], [0.0652, -0.4897, 0.1387], [-1.8855, -0.3582, 0.3314], [2.2727, -2.1866, -1.4423], [0.5521, 0.1688, 0.8044], [-0.8575, 2.1968, 0.0314], [0.0276, 0.4693, 0.8811], [-0.1556, -0.2785, -0.0918], [-0.0183, 0.0331, -0.0110], [-0.0458, -0.0428, -0.0359], [0.0957, -0.0227, -0.2913], [-0.0543, 0.0267, -0.1115], [0.0446, 0.0314, -0.1428], [0.0557, 0.0379, 0.0447], [-0.0950, -0.0202, -0.0834], [0.0445, 0.0148, 0.0490], [-0.0098, -0.0036, -0.0931]]}